# 1
{"formula": "C4H10N2O2", "method": "ωB97M-V with the def2-TZVPD basis set", "species": ["C", "C", "N", "C", "H", "H", "H", "H", "H", "H", "H", "N", "C", "O", "O", "H", "H", "H"], "xyz": [[-1.310, -1.785, -0.893], [-0.851, -0.787, 0.129], [0.425, -0.765, 0.492], [0.680, -0.260, 1.832], [-2.191, -1.413, -1.418], [-0.515, -2.002, -1.610], [-1.580, -2.711, -0.377], [-1.638, -0.457, 0.824], [-0.046, 0.498, 2.165], [0.692, -1.072, 2.568], [1.670, 0.206, 1.852], [0.794, 2.278, -0.141], [0.396, 1.240, -0.893], [-0.835, 0.980, -1.089], [1.361, 0.878, -1.752], [0.138, 2.662, 0.518], [1.781, 2.422, 0.001], [1.026, 0.089, -2.210]], "multiplicity": 1, "homo_energy_ev": -8.710, "mol_weight_g_mol": 118.14, "e_tot_ha": -418.36771, "smiles": "C/C=N/C.NC(=O)O", "e_above_lowest_kcal_mol": 58.5, "max_force_ha_per_bohr": 0.0943}



# 2
{"formula": "C21H23ClN4OS", "method": "ωB97M-V with the def2-TZVPD basis set", "species": ["O", "C", "C", "C", "C", "C", "C", "N", "C", "N", "C", "S", "N", "C", "C", "C", "C", "C", "C", "N", "C", "C", "C", "C", "C", "C", "C", "Cl", "H", "H", "H", "H", "H", "H", "H", "H", "H", "H", "H", "H", "H", "H", "H", "H", "H", "H", "H", "H", "H", "H", "H"], "xyz": [[1.137, 1.383, 2.110], [1.953, 1.940, 1.393], [1.783, 3.367, 0.912], [1.579, 3.451, -0.607], [0.476, 2.543, -1.163], [-0.955, 3.067, -1.031], [-1.576, 2.965, 0.369], [-1.449, 1.650, 0.948], [-2.174, 0.620, 0.506], [-3.069, 0.862, -0.425], [-3.840, -0.107, -0.920], [-4.964, 0.166, -2.096], [-3.685, -1.398, -0.454], [-2.789, -1.731, 0.518], [-2.660, -3.047, 0.970], [-1.748, -3.346, 1.956], [-0.956, -2.345, 2.510], [-1.071, -1.042, 2.072], [-1.981, -0.714, 1.066], [3.082, 1.337, 0.983], [3.390, -0.053, 1.258], [3.663, -0.795, -0.023], [4.971, -0.965, -0.463], [5.250, -1.609, -1.655], [4.214, -2.094, -2.434], [2.904, -1.935, -2.017], [2.634, -1.288, -0.822], [0.979, -1.117, -0.328], [0.931, 3.796, 1.437], [2.672, 3.940, 1.186], [2.518, 3.181, -1.099], [1.362, 4.488, -0.872], [0.546, 1.556, -0.704], [0.672, 2.412, -2.230], [-1.000, 4.109, -1.353], [-1.590, 2.481, -1.697], [-2.643, 3.186, 0.275], [-1.127, 3.678, 1.061], [-0.643, 1.479, 1.540], [-4.279, -2.107, -0.865], [-3.283, -3.817, 0.536], [-1.648, -4.364, 2.303], [-0.245, -2.590, 3.284], [-0.443, -0.281, 2.507], [3.718, 1.834, 0.379], [4.265, -0.111, 1.915], [2.523, -0.468, 1.778], [5.780, -0.589, 0.147], [6.274, -1.732, -1.973], [4.421, -2.598, -3.365], [2.088, -2.310, -2.615]], "multiplicity": 1, "homo_energy_ev": -7.423, "mol_weight_g_mol": 414.96, "e_tot_ha": -1966.76141, "smiles": "O=C(CCCCCNc1nc(=S)[nH]c2ccccc12)NCc1ccccc1Cl", "e_above_lowest_kcal_mol": 0.0, "max_force_ha_per_bohr": 0.0190}



# 3
{"formula": "C35H57N2O7S", "method": "ωB97M-V with the def2-TZVPD basis set", "species": ["C", "C", "C", "N", "N", "C", "C", "C", "C", "C", "C", "C", "C", "C", "C", "C", "C", "C", "O", "C", "C", "C", "C", "C", "S", "C", "C", "H", "H", "H", "H", "H", "H", "H", "H", "H", "H", "H", "H", "H", "H", "H", "H", "H", "H", "H", "H", "H", "H", "H", "H", "H", "H", "H", "H", "H", "C", "O", "C", "C", "O", "C", "C", "O", "C", "H", "H", "H", "H", "H", "H", "H", "H", "H", "H", "H", "H", "H", "H", "C", "O", "C", "C", "O", "C", "C", "O", "C", "H", "H", "H", "H", "H", "H", "H", "H", "H", "H", "H", "H", "H", "H"], "xyz": [[-5.107, 1.003, 0.200], [-4.301, 0.344, -0.392], [-3.274, -0.325, -1.148], [-3.608, -0.680, -2.360], [-2.672, -1.256, -3.096], [-3.073, -1.615, -4.489], [-4.475, -1.209, -4.847], [-4.914, 0.110, -4.879], [-6.207, 0.407, -5.261], [-7.077, -0.613, -5.622], [-6.675, -1.939, -5.597], [-7.568, -3.071, -6.004], [-5.366, -2.210, -5.203], [-1.434, -1.478, -2.640], [-0.458, -2.126, -3.588], [-0.721, -3.656, -3.701], [0.057, -4.455, -2.625], [-0.834, -4.892, -1.449], [-0.676, -6.288, -1.224], [-1.048, -1.140, -1.329], [0.302, -1.410, -0.789], [1.438, -0.827, -1.220], [-2.018, -0.530, -0.535], [-1.713, -0.127, 0.864], [-0.701, 1.385, 0.805], [-1.692, 2.746, 1.482], [-2.412, 3.586, 0.395], [-5.613, 1.729, 0.794], [-2.960, -2.678, -4.667], [-2.383, -1.085, -5.146], [-4.236, 0.917, -4.626], [-6.515, 1.443, -5.268], [-8.084, -0.386, -5.948], [-7.227, -3.515, -6.941], [-8.603, -2.769, -6.155], [-7.567, -3.880, -5.272], [-5.038, -3.245, -5.197], [-0.486, -1.639, -4.561], [0.554, -2.013, -3.228], [-0.428, -3.967, -4.702], [-1.772, -3.900, -3.554], [0.444, -5.381, -3.044], [0.858, -3.836, -2.227], [-1.889, -4.649, -1.613], [-0.522, -4.364, -0.539], [-1.480, -6.601, -0.801], [0.361, -2.099, 0.054], [2.313, -1.460, -1.348], [1.542, 0.241, -1.381], [-2.644, 0.050, 1.399], [-1.155, -0.916, 1.367], [-1.013, 3.415, 2.004], [-2.435, 2.328, 2.156], [-2.301, 3.149, -0.595], [-3.479, 3.582, 0.613], [-2.053, 4.612, 0.375], [4.488, -2.786, 7.068], [4.001, -2.441, 5.788], [3.792, -3.570, 4.960], [2.712, -3.295, 3.938], [1.392, -3.331, 4.462], [0.976, -2.241, 5.271], [0.760, -0.953, 4.509], [1.990, -0.312, 4.229], [1.898, 0.540, 3.112], [5.481, -3.244, 7.002], [4.559, -1.872, 7.653], [3.801, -3.472, 7.576], [3.506, -4.442, 5.560], [4.731, -3.792, 4.435], [2.747, -4.104, 3.204], [2.904, -2.362, 3.403], [1.655, -2.089, 6.112], [0.012, -2.546, 5.683], [0.146, -0.271, 5.114], [0.227, -1.179, 3.574], [1.563, -0.016, 2.227], [2.892, 0.940, 2.913], [1.209, 1.369, 3.308], [6.423, 6.779, 1.474], [5.689, 5.588, 1.281], [5.338, 4.958, 2.500], [4.076, 4.141, 2.340], [2.885, 4.915, 2.301], [2.616, 5.655, 1.120], [2.234, 4.804, -0.070], [3.383, 4.223, -0.665], [3.089, 3.050, -1.380], [7.390, 6.575, 1.946], [6.592, 7.225, 0.497], [5.858, 7.490, 2.088], [5.188, 5.702, 3.291], [6.160, 4.289, 2.792], [3.977, 3.517, 3.231], [4.146, 3.471, 1.481], [3.441, 6.326, 0.874], [1.754, 6.279, 1.368], [1.739, 5.428, -0.827], [1.539, 4.021, 0.260], [2.608, 2.311, -0.723], [4.028, 2.635, -1.741], [2.439, 3.268, -2.237]], "multiplicity": 1, "homo_energy_ev": -10.789, "mol_weight_g_mol": 649.92, "e_tot_ha": -2401.68936, "charge": 1, "e_above_lowest_kcal_mol": 0.0, "max_force_ha_per_bohr": 0.0397}



# 4
{"formula": "C4H9N3S", "method": "ωB97M-V with the def2-TZVPD basis set", "species": ["C", "N", "C", "N", "C", "N", "C", "S", "H", "H", "H", "H", "H", "H", "H", "H", "H"], "xyz": [[1.620, -0.607, -1.205], [0.830, -0.351, 0.002], [1.624, -0.604, 1.204], [0.517, 1.061, -0.004], [-0.738, 1.258, -0.004], [-1.720, 0.270, -0.001], [-3.051, 0.504, 0.000], [-4.215, -0.637, 0.003], [1.027, -0.382, -2.077], [1.917, -1.699, -1.193], [2.498, -0.010, -1.252], [2.522, 0.009, 1.243], [1.905, -1.656, 1.217], [1.044, -0.346, 2.090], [-1.114, 2.296, -0.006], [-1.362, -0.685, -0.002], [-3.304, 1.578, -0.014]], "multiplicity": 1, "homo_energy_ev": -8.805, "mol_weight_g_mol": 131.20, "e_tot_ha": -720.21485, "smiles": "CN(C)/N=C\\NC=S", "e_above_lowest_kcal_mol": 36.7, "max_force_ha_per_bohr": 0.0365}



# 5
{"formula": "C33H39BF5HgN6S3Se", "method": "ωB97M-V with the def2-TZVPD basis set", "species": ["Hg", "C", "C", "C", "C", "N", "N", "B", "N", "N", "C", "C", "C", "C", "C", "S", "C", "C", "C", "C", "N", "N", "C", "C", "C", "C", "C", "S", "C", "C", "C", "C", "C", "S", "C", "C", "C", "C", "H", "H", "H", "H", "H", "H", "H", "H", "H", "H", "H", "H", "H", "H", "H", "H", "H", "H", "H", "H", "H", "H", "H", "H", "H", "H", "H", "H", "H", "H", "H", "H", "H", "H", "H", "H", "H", "H", "H", "F", "C", "C", "F", "C", "F", "C", "Se", "C", "F", "C", "F"], "xyz": [[0.357, 2.027, -2.337], [-0.041, -3.040, -4.179], [0.271, -2.587, -2.788], [0.951, -3.368, -1.918], [1.251, -2.907, -0.606], [0.881, -1.731, -0.217], [0.198, -0.947, -1.082], [-0.188, 0.377, -0.474], [0.757, 0.847, 0.602], [0.223, 0.802, 1.837], [0.970, 1.139, 2.843], [2.311, 1.551, 2.650], [2.842, 1.633, 1.406], [4.243, 2.107, 1.166], [2.014, 1.255, 0.306], [2.583, 1.315, -1.310], [0.360, 1.091, 4.234], [-1.064, 0.541, 4.194], [1.226, 0.186, 5.123], [0.338, 2.519, 4.800], [-1.655, 0.556, -0.208], [-2.326, -0.622, -0.145], [-3.595, -0.595, 0.092], [-4.280, 0.639, 0.281], [-3.620, 1.816, 0.220], [-4.317, 3.129, 0.387], [-2.202, 1.784, -0.028], [-1.254, 3.173, -0.155], [-4.344, -1.918, 0.149], [-3.391, -3.097, -0.022], [-5.383, -1.937, -0.981], [-5.046, -2.033, 1.509], [-0.144, -1.283, -2.341], [-0.970, -0.186, -3.332], [2.007, -3.776, 0.390], [2.144, -3.070, 1.736], [3.403, -4.077, -0.174], [1.232, -5.087, 0.590], [0.557, -3.912, -4.440], [0.141, -2.239, -4.894], [-1.099, -3.300, -4.265], [1.302, -4.343, -2.237], [2.914, 1.833, 3.505], [4.624, 2.630, 2.042], [4.280, 2.768, 0.301], [4.902, 1.264, 0.948], [-1.084, -0.488, 3.829], [-1.702, 1.135, 3.537], [-1.480, 0.564, 5.203], [1.317, -0.814, 4.693], [0.767, 0.092, 6.109], [2.232, 0.589, 5.264], [-0.305, 3.164, 4.197], [1.336, 2.963, 4.824], [-0.047, 2.507, 5.822], [-5.351, 0.637, 0.443], [-5.394, 3.006, 0.276], [-3.950, 3.852, -0.340], [-4.110, 3.548, 1.375], [-2.869, -3.048, -0.979], [-3.966, -4.024, 0.018], [-2.635, -3.117, 0.766], [-4.893, -1.908, -1.957], [-6.067, -1.087, -0.921], [-5.981, -2.850, -0.922], [-4.328, -1.947, 2.327], [-5.541, -3.002, 1.588], [-5.807, -1.261, 1.642], [2.676, -2.123, 1.636], [2.701, -3.714, 2.420], [1.168, -2.854, 2.174], [4.005, -3.166, -0.225], [3.354, -4.506, -1.178], [3.919, -4.794, 0.469], [0.206, -4.889, 0.907], [1.719, -5.689, 1.360], [1.197, -5.684, -0.325], [5.427, 5.712, -5.402], [4.199, 5.286, -5.093], [3.164, 6.187, -4.946], [3.399, 7.492, -5.114], [1.897, 5.734, -4.626], [0.939, 6.658, -4.499], [1.610, 4.386, -4.443], [-0.172, 3.823, -4.027], [2.675, 3.512, -4.609], [2.511, 2.187, -4.459], [3.951, 3.941, -4.922], [4.948, 3.061, -5.065]], "multiplicity": 2, "homo_energy_ev": [-6.412, -7.503], "mol_weight_g_mol": 1001.27, "e_tot_ha": -5883.09741, "s_squared": 0.761, "max_force_ha_per_bohr": 0.0096}



# 6
{"formula": "C6H13N", "method": "ωB97M-V with the def2-TZVPD basis set", "species": ["C", "C", "N", "C", "C", "C", "C", "H", "H", "H", "H", "H", "H", "H", "H", "H", "H", "H", "H", "H"], "xyz": [[-1.323, 1.763, 0.607], [-0.636, 0.421, 0.660], [-0.786, -0.474, -0.470], [-1.164, -1.854, -0.235], [0.548, 0.032, -0.163], [1.607, -0.854, 0.461], [1.146, 0.976, -1.194], [-2.383, 1.664, 0.867], [-0.869, 2.468, 1.314], [-1.262, 2.187, -0.399], [-0.653, -0.055, 1.646], [-0.785, -2.481, -1.049], [-0.820, -2.280, 0.722], [-2.258, -1.915, -0.250], [2.404, -0.231, 0.887], [1.222, -1.489, 1.265], [2.066, -1.500, -0.297], [0.402, 1.331, -1.910], [1.928, 0.449, -1.751], [1.615, 1.842, -0.713]], "multiplicity": 1, "homo_energy_ev": -8.762, "mol_weight_g_mol": 99.18, "e_tot_ha": -291.12924, "smiles": "C[C@H]1N(C)C1(C)C", "e_above_lowest_kcal_mol": 18.5, "max_force_ha_per_bohr": 0.0053}